{"formula": "C3H10Cl3NSi2", "method": "ωB97M-V/def2-TZVPD", "e_above_lowest_ev": 3.6104, "e_lumo_ev": -0.60, "species": ["C", "C", "C", "N", "Si", "Si", "Cl", "Cl", "Cl", "H", "H", "H", "H", "H", "H", "H", "H", "H", "H"], "coordinates": [[1.171, 0.654, 0.266], [-0.617, 0.125, -2.259], [-1.825, 1.628, 0.231], [-0.977, -1.306, 0.213], [3.194, -1.431, 2.659], [-0.588, 0.303, -0.366], [-1.420, -1.540, 1.869], [4.331, -1.784, 0.972], [1.766, -2.881, 2.459], [1.847, -0.143, -0.029], [1.563, 1.579, -0.142], [1.204, 0.728, 1.349], [0.107, -0.611, -2.594], [-1.593, -0.177, -2.624], [-0.367, 1.069, -2.730], [-2.257, 2.179, -0.598], [-2.644, 1.178, 0.785], [-1.350, 2.352, 0.886], [-1.547, -1.924, -0.348]]}

{"formula": "C3H10ClN2", "method": "ωB97M-V/def2-TZVPD", "total_charge": 1, "e_above_lowest_ev": 2.0812, "e_lumo_ev": -3.39, "species": ["C", "C", "C", "N", "N", "Cl", "H", "H", "H", "H", "H", "H", "H", "H", "H", "H"], "coordinates": [[-0.500, -0.289, -0.637], [-0.369, 1.676, 1.137], [-0.591, -0.425, 0.875], [0.487, -1.087, 1.381], [0.768, 0.481, -1.019], [1.327, 1.955, 1.441], [-1.491, 0.182, -1.076], [-0.299, -1.186, -1.317], [-1.029, 1.778, 1.978], [-0.761, 2.169, 0.270], [-1.580, -0.579, 1.270], [0.538, -1.194, 2.324], [1.209, -1.628, 0.860], [0.497, 1.290, -1.493], [1.396, 0.000, -1.568], [1.227, 0.800, -0.104]]}

{"formula": "C3H10ClO4S2Si", "method": "ωB97M-V/def2-TZVPD", "total_charge": -1, "e_lumo_ev": 3.03, "species": ["S", "C", "C", "C", "Si", "S", "H", "H", "H", "H", "H", "H", "H", "H", "H", "H", "O", "Cl", "O", "O", "O"], "coordinates": [[2.099, 0.633, 1.951], [1.111, -0.787, 1.357], [-0.363, -0.692, 1.766], [-1.287, -0.485, 0.573], [-1.272, -1.878, -0.691], [-0.223, -1.350, -2.504], [2.196, 1.326, 0.808], [1.572, -1.662, 1.799], [1.233, -0.803, 0.281], [-0.664, -1.547, 2.369], [-0.463, 0.173, 2.418], [-1.095, 0.464, 0.079], [-2.313, -0.417, 0.941], [-0.595, -3.081, -0.149], [-2.641, -2.206, -1.142], [1.032, -1.366, -2.039], [1.434, 2.195, -0.792], [0.335, 2.739, -1.569], [0.399, 4.180, -1.549], [-0.918, 2.303, -0.982], [0.424, 2.260, -2.927]]}

{"formula": "C3H10F3N2O2Pb", "method": "ωB97M-V/def2-TZVPD", "total_charge": 1, "e_above_lowest_ev": 0.0000, "e_lumo_ev": -6.04, "species": ["C", "Pb", "N", "N", "H", "H", "H", "H", "H", "H", "H", "H", "H", "H", "F", "C", "F", "F", "C", "O", "O"], "coordinates": [[-2.422, 0.312, -1.494], [-0.760, 1.284, -0.521], [1.363, -0.070, 1.280], [0.611, -0.734, -1.739], [0.952, -0.992, 1.378], [0.119, 2.872, -0.395], [-3.365, 0.703, -1.132], [-2.509, -0.763, -1.212], [-2.441, 0.368, -2.576], [0.525, -1.476, -1.025], [1.581, -0.692, -2.012], [0.105, -1.103, -2.551], [2.336, -0.202, 0.980], [1.414, 0.331, 2.220], [-2.552, -1.725, 3.588], [-2.446, -2.147, 2.291], [-1.872, -3.388, 2.304], [-3.726, -2.325, 1.846], [-1.663, -1.105, 1.316], [-1.758, 0.133, 1.526], [-0.882, -1.621, 0.465]]}